A cluster of 10 separate species, C56H131N7O10 in total at a distorted geometry, computed with wB97M-V/def2-TZVPD.

Computed properties:
total charge	+4
E	-91065.907	eV

Cartesian coordinates (Å):
1 C 0.216 1.115 -0.795
2 C -0.262 -0.200 -0.143
3 C 0.911 -1.158 -0.070
4 O -0.994 -0.055 1.050
5 H 1.176 1.367 -0.340
6 H -0.425 2.002 -0.772
7 H 0.366 0.971 -1.867
8 H -1.041 -0.626 -0.804
9 H 1.628 -0.815 0.681
10 H 1.385 -1.308 -1.041
11 H 0.547 -2.149 0.216
12 C -4.991 -4.212 3.897
13 C -4.978 -4.518 2.395
14 C -3.904 -5.556 2.066
15 N -3.855 -5.993 0.602
16 C -3.905 -4.824 -0.337
17 C -2.704 -3.920 -0.122
18 C -1.367 -4.750 -0.318
19 C -1.386 -6.110 0.405
20 C -2.672 -6.902 0.284
21 C -5.115 -6.775 0.323
22 H -5.687 -3.389 4.058
23 H -4.002 -3.964 4.277
24 H -5.450 -5.046 4.429
25 H -4.648 -3.613 1.876
26 H -6.009 -4.699 2.095
27 H -4.043 -6.531 2.535
28 H -2.975 -5.121 2.426
29 H -4.861 -4.304 -0.282
30 H -3.843 -5.200 -1.360
31 H -2.724 -3.401 0.838
32 H -2.692 -3.162 -0.906
33 H -0.510 -4.174 0.022
34 H -1.230 -4.933 -1.385
35 H -1.129 -5.897 1.444
36 H -0.632 -6.796 0.014
37 H -2.690 -7.682 1.042
38 H -2.812 -7.238 -0.741
39 H -5.977 -6.200 0.651
40 H -5.172 -7.715 0.871
41 H -5.141 -6.973 -0.745
42 C -2.762 5.017 1.070
43 C -3.824 3.923 1.159
44 C -3.532 2.801 0.192
45 N -4.654 1.785 0.003
46 C -4.810 1.066 1.313
47 C -5.595 -0.255 1.229
48 C -5.018 -1.173 0.147
49 C -4.971 -0.461 -1.185
50 C -4.287 0.916 -1.188
51 C -5.951 2.500 -0.371
52 H -2.634 5.354 0.041
53 H -1.810 4.540 1.329
54 H -2.931 5.770 1.834
55 H -4.820 4.346 0.993
56 H -3.927 3.705 2.226
57 H -2.677 2.202 0.512
58 H -3.265 3.273 -0.756
59 H -3.800 0.888 1.688
60 H -5.267 1.783 1.993
61 H -5.470 -0.698 2.215
62 H -6.629 -0.026 0.965
63 H -4.007 -1.412 0.491
64 H -5.664 -2.048 0.098
65 H -4.433 -1.118 -1.874
66 H -6.000 -0.414 -1.552
67 H -3.219 0.715 -1.037
68 H -4.301 1.411 -2.156
69 H -5.859 3.076 -1.285
70 H -6.268 3.075 0.494
71 H -6.704 1.724 -0.495
72 C -4.019 -3.376 -4.364
73 C -2.649 -2.673 -4.320
74 C -2.579 -1.613 -5.417
75 N -1.318 -0.758 -5.369
76 C -1.475 0.337 -6.446
77 C -1.337 -0.182 -7.885
78 C 0.023 -0.876 -8.014
79 C 0.149 -2.016 -7.029
80 C -0.049 -1.567 -5.552
81 C -1.190 -0.033 -4.084
82 H -4.785 -2.646 -4.104
83 H -4.004 -4.303 -3.797
84 H -4.173 -3.690 -5.398
85 H -1.881 -3.391 -4.621
86 H -2.383 -2.295 -3.333
87 H -3.404 -0.911 -5.266
88 H -2.662 -1.992 -6.431
89 H -2.474 0.764 -6.335
90 H -0.815 1.176 -6.229
91 H -2.163 -0.879 -8.031
92 H -1.451 0.635 -8.595
93 H 0.121 -1.295 -9.015
94 H 0.811 -0.152 -7.797
95 H -0.584 -2.788 -7.272
96 H 1.137 -2.463 -7.130
97 H -0.077 -2.417 -4.873
98 H 0.773 -0.892 -5.319
99 H -0.407 0.723 -4.136
100 H -0.894 -0.728 -3.298
101 H -2.081 0.525 -3.791
102 C 4.342 -0.440 2.964
103 C 5.620 -0.129 2.197
104 C 6.032 1.319 2.142
105 N 7.408 1.648 1.557
106 C 7.395 3.078 1.038
107 C 8.774 3.715 0.829
108 C 9.765 3.421 1.959
109 C 9.789 1.913 2.207
110 C 8.451 1.325 2.616
111 C 7.638 0.741 0.390
112 H 4.014 -1.471 2.846
113 H 3.520 0.172 2.580
114 H 4.419 -0.284 4.044
115 H 5.541 -0.422 1.149
116 H 6.343 -0.845 2.597
117 H 5.995 1.779 3.136
118 H 5.401 2.000 1.565
119 H 6.945 3.591 1.895
120 H 6.723 3.129 0.182
121 H 8.712 4.805 0.765
122 H 9.139 3.503 -0.179
123 H 9.431 3.901 2.886
124 H 10.762 3.824 1.799
125 H 10.584 1.718 2.928
126 H 10.171 1.452 1.291
127 H 8.122 1.818 3.533
128 H 8.544 0.261 2.813
129 H 8.491 0.931 -0.254
130 H 6.714 0.754 -0.192
131 H 7.704 -0.298 0.715
132 C 2.470 1.959 4.286
133 N 1.519 3.109 4.500
134 C 0.359 2.656 5.370
135 C 2.235 4.215 5.267
136 C 1.135 3.685 3.159
137 C 0.429 2.762 2.190
138 O -0.760 2.138 2.680
139 H 3.256 2.337 3.637
140 H 1.965 1.072 3.915
141 H 2.876 1.659 5.252
142 H -0.280 3.537 5.368
143 H 0.658 2.398 6.382
144 H -0.094 1.803 4.874
145 H 2.702 3.764 6.143
146 H 1.453 4.865 5.649
147 H 3.022 4.602 4.628
148 H 2.022 4.178 2.768
149 H 0.458 4.501 3.435
150 H 1.139 1.930 2.087
151 H 0.237 3.161 1.197
152 H -0.909 1.345 2.095
153 C 1.290 4.713 -1.176
154 N 0.916 4.884 -2.626
155 C 2.200 5.000 -3.468
156 C 0.156 3.674 -3.142
157 C 0.174 6.184 -2.837
158 C -0.575 6.342 -4.173
159 O 0.282 6.177 -5.303
160 H 2.234 5.212 -0.969
161 H 1.542 3.661 -1.020
162 H 0.507 5.009 -0.482
163 H 2.653 5.949 -3.205
164 H 1.942 4.956 -4.521
165 H 2.788 4.108 -3.240
166 H 0.018 3.851 -4.207
167 H -0.816 3.778 -2.658
168 H 0.694 2.761 -2.908
169 H 0.852 7.031 -2.763
170 H -0.548 6.230 -2.021
171 H -0.982 7.349 -4.269
172 H -1.413 5.666 -4.355
173 H 0.332 6.974 -5.838
174 C -0.302 -4.076 3.066
175 N 0.193 -3.118 4.122
176 C 1.069 -3.862 5.110
177 C 1.042 -2.062 3.456
178 C -0.979 -2.517 4.918
179 C -1.729 -1.425 4.190
180 O -2.352 -1.751 2.987
181 H 0.559 -4.702 2.836
182 H -0.700 -3.498 2.240
183 H -1.021 -4.725 3.563
184 H 0.412 -4.534 5.659
185 H 1.365 -3.111 5.843
186 H 1.926 -4.242 4.564
187 H 1.963 -2.548 3.148
188 H 1.225 -1.321 4.234
189 H 0.478 -1.633 2.628
190 H -0.486 -2.001 5.742
191 H -1.637 -3.334 5.201
192 H -1.120 -0.516 4.153
193 H -2.489 -1.173 4.945
194 H -1.956 -1.190 2.281
195 O 0.433 -3.353 -2.814
196 C 1.450 -4.308 -2.961
197 O 2.306 -4.286 -2.034
198 O 1.468 -4.972 -4.005
199 H 0.898 -3.111 -1.970
200 O 4.042 0.647 -0.521
201 C 4.216 1.705 -1.388
202 O 5.373 2.153 -1.566
203 O 3.180 2.151 -1.951
204 H 3.078 0.579 -0.689

Atomic partial charges in e from the Mulliken method, atoms 1 to 99: -0.678 2.943 -1.032 0.417 -0.619 -0.186 0.218 -1.022 -0.599 1.017 -0.497 -1.407 0.404 0.086 0.018 -1.886 2.635 -0.428 -0.511 -0.746 -0.931 0.452 0.078 0.463 -0.394 0.312 0.695 -0.529 0.301 0.880 -1.078 -0.366 0.117 0.389 -0.213 0.582 0.479 0.375 0.398 0.410 0.421 -1.234 -0.558 0.402 0.453 -0.253 -1.373 1.154 -0.958 0.420 -1.075 0.401 0.044 0.470 0.388 0.380 -0.521 0.437 0.154 0.395 0.529 0.459 -1.065 0.638 -0.170 0.656 -0.763 0.531 0.277 0.475 0.462 -1.585 0.886 -1.119 0.909 -0.663 -0.642 -0.681 -0.868 -0.214 -1.756 0.391 0.255 0.488 0.341 -0.475 0.315 0.599 0.335 0.401 0.314 0.440 0.444 0.276 0.289 0.471 -0.045 0.505 0.796